Record 1
The following is a quantum chemistry calculation of a 8-piece molecular cluster, C19H37Cl14NO4S overall, from OMol25.

* energy: -7942.72853 Ha
* multiplicity: 1
* maximum force: 5.4 eV/Å
* SMILES: COC[C@@]1(S)OC(=O)O[C@H]1N.ClCCCl.ClCCCl.ClCCCl.ClCCCl.ClCCCl.ClCCCl.ClCCCl
* HOMO energy: -9.37 eV

Structure (XYZ):
```
76
C19H37Cl14NO4S ωB97M-V/def2-TZVPD
C -0.94 7.66 2.39
O -0.10 6.80 3.14
C -0.34 5.43 2.88
C 0.78 4.74 2.09
S -0.07 3.25 1.32
O 1.34 5.40 0.95
C 2.26 4.44 0.53
O 2.51 4.14 -0.54
O 2.81 3.88 1.66
C 2.11 4.42 2.80
N 2.83 5.65 3.15
H -0.60 7.74 1.34
H -0.84 8.66 2.82
H -1.99 7.34 2.40
H -0.37 4.92 3.86
H -1.30 5.24 2.42
H -0.85 3.85 0.39
H 2.07 3.80 3.69
H 3.56 5.81 2.47
H 2.21 6.45 3.16
Cl 0.83 -0.39 -2.86
C 1.21 0.10 -1.19
C 0.53 -0.78 -0.17
Cl -1.24 -0.55 -0.16
H 0.93 1.14 -1.07
H 2.29 0.02 -1.08
H 0.89 -0.54 0.83
H 0.73 -1.83 -0.36
Cl -2.93 3.41 1.83
C -4.60 3.06 2.38
C -5.59 4.06 1.85
Cl -5.36 5.68 2.56
H -4.59 3.05 3.47
H -4.85 2.06 2.03
H -6.60 3.74 2.10
H -5.52 4.15 0.77
Cl -0.04 -4.25 -7.02
C 0.98 -3.44 -5.80
C 2.38 -3.19 -6.29
Cl 3.31 -4.70 -6.49
H 0.97 -4.06 -4.90
H 0.49 -2.49 -5.56
H 2.92 -2.58 -5.57
H 2.37 -2.66 -7.24
Cl 0.38 -1.53 -9.70
C 1.58 -0.33 -10.22
C 2.76 -0.26 -9.28
Cl 2.32 0.42 -7.69
H 1.08 0.63 -10.30
H 1.92 -0.62 -11.21
H 3.53 0.39 -9.70
H 3.20 -1.25 -9.12
Cl 2.19 -2.06 3.31
C 0.95 -3.27 3.77
C 0.78 -4.33 2.71
Cl 0.03 -3.67 1.23
H 0.03 -2.74 3.96
H 1.29 -3.73 4.70
H 0.12 -5.11 3.08
H 1.73 -4.78 2.43
Cl 0.55 -2.31 7.89
C -0.67 -3.52 8.36
C -0.85 -4.58 7.31
Cl -1.61 -3.93 5.83
H -1.61 -2.99 8.56
H -0.33 -3.97 9.29
H -1.51 -5.37 7.68
H 0.10 -5.03 7.03
Cl 0.50 -5.83 -2.14
C -1.16 -6.19 -1.60
C -2.15 -5.18 -2.13
Cl -1.93 -3.58 -1.39
H -1.17 -6.21 -0.52
H -1.41 -7.18 -1.97
H -3.17 -5.50 -1.90
H -2.07 -5.07 -3.21
```


Record 2
The following is a quantum chemistry calculation of a 6-piece molecular cluster, C19H37Cl2NO18P overall, from OMol25.

* energy: -3417.15022 Ha
* multiplicity: 1
* maximum force: 1.7 eV/Å
* charge: -1
* HOMO energy: -3.86 eV

Structure (XYZ):
```
78
C19H37Cl2NO18P ωB97M-V/def2-TZVPD
C -4.06 0.17 -3.21
C -2.95 -0.40 -2.42
Cl -2.71 -2.14 -2.60
C -2.22 0.34 -1.58
Cl -0.99 -0.57 -0.56
N -2.31 1.61 -1.37
C -2.04 2.44 -2.54
P -0.79 3.69 -2.17
O -1.03 4.90 -2.96
O -0.86 4.07 -0.63
O 0.67 3.08 -2.46
H -4.53 0.92 -2.58
H -4.76 -0.57 -3.57
H -3.68 0.74 -4.05
H -2.95 2.97 -2.84
H -1.71 1.88 -3.41
H -0.59 3.30 -0.09
H 0.69 2.93 -3.42
C 3.74 -5.65 1.16
O 3.51 -4.28 1.47
C 2.22 -3.91 1.39
O 1.30 -4.63 1.09
O 2.15 -2.62 1.71
C 0.82 -2.06 1.67
H 4.81 -5.81 1.26
H 3.21 -6.30 1.85
H 3.44 -5.87 0.13
H 0.17 -2.57 2.38
H 0.40 -2.12 0.67
H 0.91 -1.02 1.94
C -2.98 6.93 -0.69
O -4.24 6.43 -0.20
C -4.36 6.47 1.11
O -3.52 6.85 1.89
O -5.57 6.00 1.44
C -5.82 5.97 2.84
H -2.98 6.83 -1.77
H -2.86 7.98 -0.43
H -2.16 6.34 -0.29
H -5.78 6.97 3.26
H -5.11 5.32 3.35
H -6.83 5.57 2.97
C -3.81 -4.91 -3.34
O -3.42 -6.07 -4.10
C -3.99 -6.17 -5.29
O -4.79 -5.40 -5.77
O -3.53 -7.28 -5.88
C -4.07 -7.51 -7.18
H -3.28 -4.96 -2.39
H -3.54 -4.00 -3.85
H -4.88 -4.94 -3.14
H -3.81 -6.69 -7.85
H -5.15 -7.63 -7.14
H -3.62 -8.43 -7.55
C 3.52 4.17 3.07
O 2.67 5.32 3.03
C 1.37 5.03 2.86
O 0.91 3.92 2.75
O 0.69 6.16 2.83
C -0.73 6.00 2.65
H 4.53 4.54 3.21
H 3.25 3.52 3.90
H 3.46 3.61 2.13
H -1.15 5.43 3.47
H -0.94 5.51 1.70
H -1.16 6.99 2.64
C 10.05 -4.45 3.64
O 9.08 -3.43 3.42
C 7.82 -3.86 3.45
O 7.47 -5.00 3.65
O 7.02 -2.83 3.24
C 5.61 -3.15 3.24
H 11.03 -3.97 3.59
H 9.93 -4.90 4.63
H 9.99 -5.21 2.87
H 5.32 -3.54 4.22
H 5.38 -3.86 2.47
H 5.08 -2.22 3.05
```


Record 3
The following is a quantum chemistry calculation of C19H37Cl3GeNiO3Si3 as an isolated structure, from OMol25.

* energy: -6806.03559 Ha
* multiplicity: 2
* maximum force: 1.3 eV/Å
* charge: +1
* energy above the lowest of the compared OMol25 structures with the same formula, charge and spin: 0.0 kJ/mol
* HOMO energy (alpha / beta): -10.58 / -10.58 eV

Structure (XYZ):
```
67
C19H37Cl3GeNiO3Si3 ωB97M-V/def2-TZVPD
Ni 0.21 -1.67 1.45
Cl 1.57 -2.77 3.12
C 0.69 -4.27 2.71
Cl -0.09 -4.07 1.12
H -0.08 -4.43 3.46
H 1.41 -5.07 2.64
C -3.99 3.28 0.11
C -4.40 1.85 0.03
C -5.23 1.39 -0.97
C -5.60 0.05 -1.04
Cl -6.62 -0.49 -2.34
C -5.15 -0.85 -0.10
C -4.32 -0.41 0.93
C -3.95 0.92 0.98
O -3.11 1.45 1.93
C -2.61 0.60 2.93
C -1.59 -0.41 2.43
O -1.50 -1.55 2.91
O -0.75 -0.02 1.52
H -4.28 3.81 -0.79
H -2.91 3.38 0.25
H -4.46 3.77 0.97
H -5.59 2.08 -1.72
H -5.46 -1.89 -0.15
H -4.00 -1.13 1.67
H -3.40 0.06 3.47
H -2.09 1.25 3.63
C 3.18 -3.39 -0.47
Si 3.43 -1.55 -0.26
C 4.40 -1.19 1.32
C 4.29 -0.84 -1.76
Ge 1.32 -0.33 -0.16
Si 1.76 1.90 0.58
C 0.25 2.95 0.23
C 3.27 2.51 -0.36
C 2.13 1.85 2.41
Si 0.21 -0.25 -2.28
C 1.31 0.82 -3.36
C 0.10 -1.99 -2.97
C -1.49 0.50 -2.11
H 4.14 -3.92 -0.42
H 2.72 -3.62 -1.43
H 2.55 -3.81 0.31
H 5.17 -1.94 1.47
H 3.76 -1.19 2.20
H 4.89 -0.22 1.26
H 5.28 -1.29 -1.80
H 4.40 0.24 -1.73
H 3.78 -1.11 -2.68
H 0.30 3.41 -0.76
H 0.17 3.76 0.96
H -0.67 2.37 0.29
H 3.16 2.45 -1.44
H 4.16 1.96 -0.07
H 3.43 3.55 -0.10
H 1.35 1.30 2.95
H 2.18 2.84 2.86
H 3.08 1.35 2.60
H 2.35 0.48 -3.39
H 1.29 1.86 -3.05
H 0.92 0.77 -4.37
H 1.09 -2.34 -3.29
H -0.56 -2.05 -3.83
H -0.27 -2.69 -2.22
H -1.45 1.59 -2.21
H -1.94 0.27 -1.15
H -2.16 0.11 -2.88
```


Record 4
The following is a quantum chemistry calculation of C19H37FN5SeSiV as an isolated structure, from OMol25.

* energy: -4754.84170 Ha
* multiplicity: 2
* maximum force: 1.0 eV/Å
* charge: -1
* energy above the lowest of the compared OMol25 structures with the same formula, charge and spin: 0.0 kJ/mol
* HOMO energy (alpha / beta): -2.32 / -2.20 eV

Structure (XYZ):
```
65
C19H37FN5SeSiV ωB97M-V/def2-TZVPD
V 1.32 -1.44 0.03
C -0.34 0.71 -2.18
C -1.03 -0.61 -1.81
N -0.13 -1.75 -1.60
C 0.59 -2.31 -2.75
C 1.98 -1.70 -2.93
N 2.66 -1.60 -1.64
C 4.01 -1.03 -1.73
C 4.44 -0.21 -0.51
C 4.25 -0.85 0.87
N 2.89 -0.76 1.41
C 2.45 0.52 1.97
C 1.80 1.43 0.93
N 0.84 0.70 0.08
C 0.79 1.26 -1.28
H -1.14 1.45 -2.24
H 0.06 0.63 -3.20
H -1.76 -0.82 -2.61
H -1.58 -0.47 -0.89
H -0.63 -2.51 -1.14
H 0.02 -2.20 -3.68
H 0.71 -3.37 -2.54
H 1.92 -0.70 -3.37
H 2.54 -2.32 -3.64
H 2.70 -2.55 -1.18
H 4.74 -1.82 -1.91
H 4.05 -0.37 -2.60
H 3.93 0.76 -0.54
H 5.50 0.02 -0.64
H 4.97 -0.38 1.56
H 4.48 -1.91 0.81
H 2.77 -1.52 2.08
H 3.29 1.07 2.43
H 1.73 0.31 2.75
H 2.56 1.89 0.29
H 1.29 2.25 1.44
H -0.11 0.78 0.53
H 1.76 1.07 -1.75
H 0.68 2.35 -1.24
C -3.87 2.29 -0.52
Si -2.66 2.34 0.94
C -1.44 3.71 0.54
C -3.60 2.93 2.47
N -1.80 0.90 1.16
C -2.36 -0.29 1.47
C -3.75 -0.61 1.53
C -4.22 -1.88 1.82
C -3.35 -2.94 2.06
C -1.98 -2.69 2.03
C -1.55 -1.42 1.76
F -0.19 -1.23 1.76
H -4.63 3.07 -0.45
H -4.38 1.32 -0.58
H -3.33 2.44 -1.46
H -1.95 4.68 0.47
H -0.93 3.54 -0.41
H -0.67 3.80 1.32
H -4.27 3.77 2.24
H -2.89 3.27 3.23
H -4.20 2.14 2.92
H -4.47 0.18 1.33
H -5.29 -2.05 1.84
H -3.73 -3.94 2.27
H -1.23 -3.46 2.18
Se 1.74 -3.87 0.49
```


Record 5
The following is a quantum chemistry calculation of C19H37FN5SeSiV as an isolated structure, from OMol25.

* energy: -4754.81761 Ha
* multiplicity: 2
* maximum force: 0.7 eV/Å
* charge: -1
* energy above the lowest of the compared OMol25 structures with the same formula, charge and spin: 63.2 kJ/mol
* HOMO energy (alpha / beta): -1.89 / -1.82 eV

Structure (XYZ):
```
65
C19H37FN5SeSiV ωB97M-V/def2-TZVPD
V -0.63 -0.16 0.38
C 1.49 -1.74 -2.79
C 1.95 -0.57 -1.93
N 0.88 0.24 -1.36
C 0.31 1.25 -2.26
C -1.21 1.24 -2.22
N -1.66 1.37 -0.83
C -3.10 1.69 -0.70
C -4.05 0.67 -1.30
C -4.03 -0.68 -0.59
N -2.77 -1.38 -0.81
C -2.83 -2.43 -1.80
C -1.47 -2.76 -2.39
N -0.39 -2.64 -1.43
C 0.92 -2.91 -2.00
H 2.34 -2.09 -3.38
H 0.75 -1.38 -3.52
H 2.63 0.07 -2.52
H 2.54 -0.95 -1.09
H 1.23 0.68 -0.49
H 0.64 1.07 -3.29
H 0.68 2.25 -1.98
H -1.57 0.28 -2.59
H -1.62 2.03 -2.87
H -1.16 2.16 -0.43
H -3.28 2.67 -1.16
H -3.29 1.75 0.38
H -3.85 0.54 -2.37
H -5.05 1.09 -1.23
H -4.88 -1.29 -0.92
H -4.11 -0.51 0.49
H -2.45 -1.71 0.11
H -3.47 -2.09 -2.62
H -3.30 -3.35 -1.41
H -1.26 -2.06 -3.21
H -1.50 -3.76 -2.85
H -0.55 -3.19 -0.60
H 0.91 -3.80 -2.64
H 1.60 -3.13 -1.17
C 2.42 3.43 1.84
Si 0.98 2.25 2.19
C 0.80 2.03 4.03
C -0.50 3.24 1.64
N 1.15 0.75 1.38
C 2.06 -0.16 1.89
C 3.19 0.10 2.70
C 4.05 -0.89 3.15
C 3.85 -2.22 2.83
C 2.73 -2.54 2.05
C 1.91 -1.53 1.63
F 0.81 -1.89 0.89
H 2.49 4.20 2.61
H 2.24 3.94 0.89
H 3.39 2.94 1.76
H 0.45 2.95 4.50
H 1.72 1.72 4.53
H 0.04 1.25 4.17
H -0.50 4.16 2.24
H -1.43 2.70 1.84
H -0.46 3.55 0.59
H 3.38 1.12 2.99
H 4.89 -0.61 3.77
H 4.51 -3.00 3.18
H 2.49 -3.56 1.79
Se -2.06 -0.38 2.31
```


Record 6
The following is a quantum chemistry calculation of C19H37NNiO4Si as an isolated structure, from OMol25.

* energy: -2899.59784 Ha
* multiplicity: 3
* maximum force: 5.0 eV/Å
* charge: -2
* HOMO energy (alpha / beta): 1.50 / 0.94 eV

Structure (XYZ):
```
63
C19H37NNiO4Si ωB97M-V/def2-TZVPD
C -1.22 4.51 -0.70
C -1.16 4.69 0.73
C -1.96 3.69 1.35
C -2.53 2.89 0.34
C -2.04 3.32 -0.93
Ni -0.38 2.99 -0.07
N 1.09 2.71 -1.17
C 1.93 2.88 -0.05
C 1.36 3.55 1.19
H -2.24 3.64 2.41
H -0.71 5.55 1.22
H -3.37 2.20 0.49
H -2.35 2.98 -1.91
H -0.77 5.12 -1.47
H 1.37 4.65 1.27
H 2.63 3.63 -0.47
H 1.04 1.99 -1.97
H 1.26 3.07 2.18
H 2.59 2.08 0.35
C 2.12 -1.64 3.81
C 1.72 -1.30 2.38
C 2.34 0.08 2.01
C 2.40 -2.40 1.56
O 0.30 -1.43 2.17
Si -0.29 -0.96 0.57
O 0.09 0.52 0.32
O 0.23 -2.05 -0.54
C 1.16 -2.26 -1.57
C 1.73 -0.95 -2.06
C 2.21 -3.29 -1.15
C 0.48 -2.97 -2.74
O -1.98 -1.28 0.65
C -2.93 -1.06 -0.43
C -2.55 0.14 -1.32
C -3.04 -2.25 -1.38
C -4.28 -0.75 0.25
H 3.23 -1.68 3.86
H 1.71 -2.64 4.05
H 1.77 -0.86 4.51
H 3.45 -0.05 2.00
H 2.07 0.40 0.99
H 2.04 0.87 2.74
H 1.86 -3.38 1.68
H 2.29 -1.99 0.54
H 3.50 -2.46 1.76
H 2.04 -0.28 -1.24
H 2.61 -1.15 -2.67
H 1.00 -0.43 -2.70
H 1.80 -4.00 -0.42
H 2.46 -3.89 -2.02
H 3.21 -2.94 -0.94
H 0.07 -3.94 -2.44
H -0.26 -2.38 -3.28
H 1.23 -3.22 -3.51
H -1.89 -0.18 -2.15
H -3.48 0.67 -1.64
H -1.92 0.82 -0.74
H -3.29 -3.16 -0.82
H -3.83 -2.02 -2.13
H -2.09 -2.36 -1.93
H -4.61 -1.68 0.75
H -4.17 0.10 0.95
H -5.03 -0.46 -0.51
```


Record 7
The following is a quantum chemistry calculation of C19H38AlI2O5 as an isolated structure, from OMol25.

* energy: -1960.74999 Ha
* multiplicity: 1
* maximum force: 8.9 eV/Å
* charge: -1
* HOMO energy: -4.91 eV

Structure (XYZ):
```
65
C19H38AlI2O5 ωB97M-V/def2-TZVPD
C 4.54 -2.27 -0.64
C 3.45 -3.07 -1.58
C 1.96 -2.39 -1.64
C 1.38 -1.86 -0.19
C 1.34 -0.20 -0.21
Al -0.61 -2.44 0.12
I -0.87 -4.50 1.68
C -1.62 -2.63 -1.70
C -3.16 -2.06 -1.43
O -3.37 -0.76 -1.16
I -4.87 -3.49 -1.59
H 4.43 -2.58 0.51
H 4.55 -1.11 -0.77
H 5.62 -2.65 -0.97
H 3.91 -3.15 -2.67
H 3.32 -4.15 -1.12
H 1.21 -3.25 -1.99
H 1.89 -1.57 -2.50
H 2.05 -2.29 0.68
H 1.38 0.18 0.91
H 0.28 0.09 -0.68
H 2.20 0.23 -0.89
H -1.33 -1.21 0.87
H -1.74 -3.77 -1.98
H -1.02 -2.00 -2.48
C -6.93 2.60 0.26
C -7.12 1.51 -0.75
O -8.24 1.07 -1.02
C -5.89 0.96 -1.42
H -7.91 2.90 0.66
H -6.31 2.25 1.08
H -6.47 3.47 -0.22
H -5.22 0.53 -0.68
H -5.38 1.76 -1.97
H -6.18 0.17 -2.13
C 2.56 4.08 3.16
C 1.67 2.97 2.66
O 2.10 2.09 1.92
C 0.24 2.97 3.11
H 3.57 3.94 2.76
H 2.17 5.04 2.82
H 2.62 4.05 4.25
H -0.25 3.89 2.77
H 0.19 2.90 4.20
H -0.29 2.12 2.68
C -2.87 2.97 -4.60
C -3.68 3.89 -3.74
O -4.36 3.46 -2.81
C -3.63 5.36 -4.05
H -3.00 1.93 -4.26
H -3.20 3.03 -5.64
H -1.81 3.23 -4.53
H -4.00 5.54 -5.07
H -2.60 5.73 -3.96
H -4.27 5.91 -3.35
C 7.23 -4.21 3.94
C 5.92 -3.78 3.34
O 5.83 -3.47 2.15
C 4.71 -3.76 4.24
H 8.01 -4.19 3.17
H 7.51 -3.53 4.75
H 7.15 -5.24 4.31
H 4.88 -3.06 5.06
H 4.52 -4.76 4.63
H 3.84 -3.43 3.68
```